{"formula": "C10H13NO2Sr", "method": "ωB97M-V with the def2-TZVPD basis set", "e_homo_ha": 0.07056, "gap_ev": 2.98, "charge": -2, "energy_ha": -624.76909, "molar_mass_da": 266.8, "symbols": ["C", "C", "C", "C", "C", "Sr", "C", "C", "C", "N", "H", "H", "H", "H", "H", "H", "H", "H", "H", "H", "C", "C", "O", "O", "H", "H", "H"], "xyz": [[-0.01549, -1.20236, -2.15474], [-1.34495, -1.36395, -1.66843], [-1.28260, -2.12785, -0.46151], [0.08877, -2.41066, -0.19451], [0.87180, -1.83402, -1.23586], [-0.25910, 0.37893, 0.56464], [-1.06938, 2.31740, -1.39380], [0.32939, 2.29929, -1.71267], [0.73807, 2.74145, -2.98219], [1.21719, 1.80116, -0.79883], [-2.13632, -2.51784, 0.09427], [-2.25268, -1.07229, -2.19823], [0.46565, -3.04565, 0.60734], [1.94755, -1.96179, -1.37848], [0.26234, -0.78593, -3.12412], [-1.78867, 2.06491, -2.16224], [2.19213, 1.79269, -1.11030], [-1.43995, 2.63518, -0.41759], [-0.02411, 3.05205, -3.68499], [1.78714, 2.70309, -3.24471], [0.36461, -0.60700, 4.73692], [0.06509, -0.36383, 3.28636], [-1.13106, -0.12820, 2.88073], [1.07542, -0.37364, 2.48379], [-0.55640, -0.59613, 5.31791], [1.03416, 0.18388, 5.10084], [0.86138, -1.57889, 4.85038]], "forces_ev_per_angstrom": [[-0.2653, -0.6103, 0.4077], [0.6188, -0.6143, 0.0095], [0.2424, -0.0072, -0.4187], [-0.0949, -0.0766, -0.3746], [-0.7105, -0.2224, -0.2232], [0.1297, -0.1066, -2.0847], [-0.6043, -0.5984, 0.7974], [0.9170, 0.3875, -1.0163], [-0.2053, -0.3440, 0.3942], [0.1329, 0.1513, 1.1322], [0.2160, 0.2308, -0.0199], [0.2926, 0.1220, 0.2852], [-0.0824, 0.3056, -0.0705], [-0.3365, 0.2333, 0.1864], [-0.0672, 0.2765, 0.5354], [-0.1318, 0.3564, -0.0003], [-0.5366, 0.3297, -0.2202], [0.0017, 0.1685, 0.0091], [0.1752, 0.2451, -0.1648], [0.1434, -0.1678, -0.3447], [-0.1587, -0.1052, 0.5361], [0.3088, 0.4402, -2.5304], [1.2807, -0.2858, 1.3201], [-1.1624, -0.0977, 1.9052], [0.0016, -0.0198, 0.0792], [-0.0842, -0.2567, -0.1049], [-0.0207, 0.2658, -0.0244]], "lowdin_charge": [-0.200, -0.236, -0.283, -0.279, -0.223, 1.451, -0.262, -0.772, -0.147, -0.210, 0.062, 0.069, 0.067, 0.070, 0.075, -0.031, -0.018, -0.065, -0.041, -0.049, -0.041, -0.736, -0.197, -0.214, 0.061, 0.075, 0.074]}